[1]
99
Properties=species:S:1:pos:R:3:forces:R:3 method="wB97M-V/def2-TZVPD" total_charge=+2 relative_energy_kcal_mol=23.6 homo_energy_ev=-11.68 spin_multiplicity=1 total_energy_ev=-82850.111 orbital_gap_ev=5.853
Hf -1.16758 -0.68760 -0.14172 -1.42 -1.39 0.28
C 3.36622 -0.88440 2.60758 -0.08 -0.16 0.10
C 2.19592 -1.80850 2.25338 0.01 0.30 0.03
C 0.87782 -1.12610 2.63518 0.11 -0.10 0.18
C 2.36172 -2.24510 0.81138 -0.24 0.00 -0.07
C 3.29882 -3.24550 0.54658 -0.05 0.01 -0.13
C 3.55782 -3.66690 -0.74332 -0.03 0.00 0.02
C 2.87592 -3.10600 -1.81082 0.06 0.14 0.06
C 1.95832 -2.09240 -1.59842 0.02 0.24 0.15
C 1.22152 -1.41630 -2.73832 0.05 0.01 0.02
C 1.85052 -1.67890 -4.10472 -0.25 0.18 0.15
C -0.24398 -1.87950 -2.79782 0.74 0.42 -0.46
C 1.71432 -1.65940 -0.28212 0.73 -0.63 -0.29
N 0.80592 -0.59000 -0.11932 0.52 -0.73 -0.42
C 1.25382 0.69390 -0.18682 -0.67 2.39 0.34
C 0.27662 1.70080 -0.05252 2.38 -0.77 -0.34
N -1.02288 1.28540 -0.04662 -0.59 0.24 0.37
C -2.08298 2.20030 0.14638 -0.65 0.79 0.17
C -2.49598 2.44630 1.47048 0.33 -0.05 -0.20
C -3.50118 3.37390 1.69978 0.14 -0.04 0.02
C -4.09858 4.03680 0.63858 -0.05 -0.05 -0.06
C -3.72738 3.74720 -0.66202 0.10 -0.12 0.13
C -2.71778 2.82230 -0.94232 0.09 -0.07 0.05
C -2.33608 2.61110 -2.39542 0.30 0.02 0.00
C -1.24768 3.61620 -2.79272 -0.16 -0.09 -0.05
C -1.87598 1.19950 -2.78392 -0.10 0.23 -0.12
C -1.81928 1.66100 2.57538 0.05 -0.01 0.05
C -1.79768 2.38180 3.92098 0.03 -0.18 -0.20
C -2.48738 0.27540 2.68588 0.44 0.58 0.33
C 0.94202 2.98830 0.03148 0.24 0.47 0.02
C 0.56532 4.29730 0.22978 -0.02 -0.55 -0.04
C 1.56602 5.28620 0.26538 0.25 0.32 0.05
C 2.90042 5.00410 0.09878 -0.11 0.06 0.04
C 3.32412 3.67160 -0.10972 -0.44 -0.41 0.02
C 4.64852 3.21210 -0.29092 0.02 -0.12 -0.02
C 4.89122 1.87130 -0.46382 0.30 0.18 -0.03
C 3.87162 0.89890 -0.45812 -0.54 -0.03 0.03
C 2.56892 1.31060 -0.27622 0.42 0.28 -0.02
C 2.32502 2.70080 -0.12282 0.01 0.09 0.00
H 3.33792 -0.61920 3.65988 0.01 0.05 0.17
H 3.31392 0.02850 2.01948 0.02 0.09 -0.03
H 4.31382 -1.37410 2.40298 0.16 0.02 -0.01
H 2.28232 -2.71120 2.87068 0.03 0.00 -0.07
H 0.83162 -0.11340 2.23068 -0.02 0.00 0.11
H 0.83162 -1.04830 3.72058 -0.01 0.03 0.10
H 0.00872 -1.70610 2.30978 0.16 0.17 0.19
H 3.86112 -3.67550 1.36538 0.00 0.00 0.12
H 4.29482 -4.43110 -0.92902 0.16 -0.12 0.01
H 3.08322 -3.44840 -2.80962 0.07 -0.05 -0.17
H 1.25612 -0.33210 -2.56292 -0.07 -0.14 -0.02
H 1.72772 -2.71910 -4.39432 0.08 -0.13 -0.13
H 2.90382 -1.41760 -4.11252 0.13 -0.04 0.02
H 1.35552 -1.06170 -4.84842 -0.06 0.02 -0.17
H -0.27438 -2.94840 -2.99772 -0.27 -0.10 0.29
H -0.75698 -1.36560 -3.60882 -0.25 0.05 0.14
H -0.80488 -1.69090 -1.85462 -0.06 -0.61 -0.69
H -3.80008 3.61370 2.70848 -0.04 -0.03 0.10
H -4.85908 4.77910 0.82778 -0.08 0.04 0.01
H -4.20888 4.26240 -1.47952 -0.06 0.03 -0.14
H -3.22808 2.83890 -2.99012 0.05 -0.07 0.09
H -0.32658 3.42000 -2.24912 0.09 0.01 0.04
H -1.56618 4.63320 -2.57902 0.02 0.11 0.00
H -1.04058 3.53580 -3.85682 0.04 0.04 -0.13
H -0.87308 0.99950 -2.39592 0.03 -0.01 -0.16
H -1.81718 1.15620 -3.87062 0.00 -0.15 -0.06
H -2.58328 0.42950 -2.46192 0.01 -0.06 -0.07
H -0.76988 1.51380 2.28518 -0.20 0.03 0.10
H -2.78618 2.49330 4.35428 -0.17 0.03 0.08
H -1.34748 3.36310 3.80558 -0.01 0.16 0.02
H -1.18528 1.82270 4.62198 0.04 -0.09 0.14
H -3.56638 0.38200 2.80018 -0.05 -0.18 -0.28
H -2.11658 -0.25500 3.56188 0.13 -0.22 -0.14
H -2.27728 -0.35220 1.78708 -0.37 -0.04 0.41
H -0.46878 4.57650 0.36508 -0.13 0.06 0.00
H 1.26522 6.30790 0.44028 -0.01 0.11 -0.01
H 3.63672 5.79150 0.14318 0.04 0.15 -0.01
H 5.46032 3.92290 -0.29482 0.14 0.04 -0.01
H 5.90792 1.53930 -0.61002 0.10 -0.02 0.00
H 4.13052 -0.14160 -0.59412 0.02 -0.10 0.01
I -7.06488 -3.06330 -0.29242 0.44 0.42 -0.07
C -5.48548 -1.70230 -0.40762 -0.18 -0.33 0.04
C -5.53778 -0.32010 -0.33132 0.31 -0.40 -0.03
N -4.27818 0.12690 -0.40222 -0.39 0.27 -0.03
N -3.39638 -0.88510 -0.53022 -0.30 0.00 -0.09
C -4.12718 -2.00360 -0.53712 -0.94 -0.11 -0.05
H -6.37528 0.33790 -0.23022 -0.17 0.25 0.02
H -3.95048 1.09670 -0.41472 -0.10 -0.20 0.06
H -3.69718 -2.98180 -0.63982 0.21 -0.02 0.01
S -1.42988 -3.13400 0.84928 -0.97 0.20 0.11
C -0.22898 -4.30300 0.70718 0.96 -0.88 0.01
N 0.27772 -4.91830 1.76138 -0.44 0.41 -0.25
C 1.32422 -5.89440 1.54348 0.57 -0.36 0.14
C 1.31852 -6.24720 0.05528 -0.21 -0.07 -0.26
S 0.36392 -4.93170 -0.78702 -0.19 0.06 0.52
H -0.01618 -4.67550 2.69918 -0.03 0.11 -0.11
H 1.14462 -6.77520 2.16458 0.00 0.09 -0.11
H 2.28612 -5.46150 1.83768 -0.15 -0.02 -0.03
H 0.81232 -7.18930 -0.14732 0.04 0.01 0.04
H 2.31832 -6.28040 -0.37492 -0.06 0.04 0.10

[2]
101
Properties=species:S:1:pos:R:3:forces:R:3 method="wB97M-V/def2-TZVPD" total_charge=0 homo_energy_ev="-6.02 / -7.67" spin_multiplicity=3 total_energy_ev=-227886.613 orbital_gap_ev="5.643 / 7.279"
Ti 0.14451 -0.16679 0.24156 0.07 0.57 -0.28
C -3.02785 -4.15292 -1.24270 0.03 -0.01 0.01
C -1.59150 -3.86721 -1.69272 -0.03 -0.03 -0.03
C -1.49946 -2.49837 -2.35923 0.03 0.00 -0.01
C -0.57479 -4.14597 -0.59508 0.02 0.02 -0.01
C 0.01576 -5.40796 -0.61389 -0.02 0.01 0.01
C 0.96939 -5.78186 0.31080 0.04 0.01 0.05
C 1.36365 -4.88137 1.28514 -0.06 0.00 -0.08
C 0.80266 -3.61283 1.35367 -0.02 0.03 0.00
C 1.21890 -2.66270 2.46057 0.03 -0.01 0.04
C 0.23912 -2.74622 3.63448 -0.01 -0.01 0.00
C 2.65887 -2.85192 2.93059 0.00 0.08 -0.01
C -0.18232 -3.25206 0.41406 0.14 -0.05 0.03
N -0.72411 -1.93086 0.44983 -0.30 0.46 0.16
C -1.97279 -1.76570 0.94421 0.15 -0.37 -0.20
C -2.91760 -0.70807 0.73938 -0.06 0.05 0.04
C -4.25069 -1.03787 1.09438 -0.01 0.02 0.00
C -5.30689 -0.18564 0.90621 0.03 -0.03 0.00
C -5.06785 1.07527 0.34554 0.07 0.00 -0.01
C -3.78680 1.45607 0.02316 -0.12 0.10 0.05
C -2.67862 0.61616 0.24029 0.14 -0.05 -0.07
N -1.40151 1.06319 0.04256 -0.03 -0.58 0.38
C -1.08694 2.43855 -0.17371 0.09 -0.05 0.02
C -0.86757 2.92379 -1.47678 0.03 0.02 -0.01
C -0.23910 4.15844 -1.62598 0.01 0.00 0.00
C 0.15010 4.91482 -0.53887 -0.03 -0.02 0.03
C -0.16385 4.47016 0.73144 0.01 0.01 -0.06
C -0.80859 3.25431 0.94450 -0.04 -0.03 -0.01
C -1.25834 3.04556 2.39534 0.03 0.00 0.03
C -2.53846 3.86563 2.62106 0.02 -0.01 -0.04
C -1.47131 1.65516 2.99030 0.09 0.01 0.06
C -1.31745 2.28942 -2.79198 0.01 0.00 0.00
C -1.44440 0.77595 -2.89237 0.09 0.00 0.01
C -2.63265 2.94278 -3.23890 0.01 -0.01 0.01
H -3.70369 -4.11182 -2.09811 -0.02 0.00 -0.03
H -3.36844 -3.41203 -0.52122 -0.02 0.04 0.04
H -3.10938 -5.14073 -0.78804 0.00 -0.02 0.01
H -1.35743 -4.60466 -2.46712 -0.01 0.01 0.02
H -1.94764 -1.71792 -1.75015 -0.02 0.00 0.01
H -2.03859 -2.52122 -3.30745 -0.01 0.01 -0.04
H -0.46484 -2.21546 -2.56762 0.01 0.00 0.00
H -0.27979 -6.10410 -1.38910 0.00 -0.02 -0.03
H 1.41799 -6.76499 0.26261 0.01 -0.02 0.01
H 2.12425 -5.16496 1.99604 0.05 -0.03 0.05
H 1.16572 -1.64831 2.05999 -0.04 0.00 -0.03
H 0.22094 -3.76089 4.03795 0.00 -0.01 0.00
H -0.77383 -2.48369 3.32772 -0.01 -0.01 0.01
H 0.53531 -2.07262 4.44234 0.01 0.02 0.00
H 2.93342 -2.03545 3.60228 0.00 0.00 0.01
H 2.79227 -3.77717 3.49063 -0.02 -0.07 0.01
H 3.35448 -2.83736 2.09175 0.02 -0.02 -0.02
H -2.37174 -2.62855 1.47694 -0.05 0.02 -0.04
H -4.43003 -2.02113 1.51440 0.00 -0.01 0.00
H -6.30661 -0.48972 1.18008 -0.05 0.00 0.01
H -5.88535 1.76401 0.17924 -0.04 0.01 0.00
H -3.60290 2.45135 -0.36145 0.03 0.00 0.00
H -0.03370 4.51246 -2.62948 0.01 0.02 -0.02
H 0.67455 5.85008 -0.67754 0.03 0.05 -0.01
H 0.08768 5.08073 1.59080 0.02 0.03 0.03
H -0.46678 3.51096 2.99400 -0.04 0.01 0.00
H -3.38122 3.39569 2.11055 -0.01 -0.01 -0.02
H -2.43316 4.88045 2.23986 0.00 0.03 0.01
H -2.77515 3.91765 3.68473 -0.01 -0.01 0.04
H -2.32432 1.13014 2.57085 -0.04 0.01 -0.07
H -1.67087 1.77810 4.05814 0.03 -0.01 0.01
H -0.58974 1.02258 2.90029 0.03 -0.07 -0.07
H -0.55109 2.58339 -3.51536 -0.02 0.00 0.00
H -2.27579 0.39779 -2.30252 -0.04 -0.01 0.01
H -0.52526 0.27580 -2.58697 -0.04 0.02 -0.02
H -1.64075 0.51434 -3.93469 0.01 -0.01 -0.04
H -3.45497 2.64139 -2.58866 -0.01 -0.01 0.02
H -2.88196 2.62899 -4.25368 -0.01 -0.01 -0.03
H -2.56659 4.03009 -3.22147 0.01 0.04 0.00
Br 2.48985 2.19315 -3.47772 0.00 0.00 -0.01
C 2.76182 2.35178 -1.61590 -0.02 -0.07 -0.01
C 3.57498 3.39347 -1.14495 0.02 0.02 -0.03
C 3.82254 3.53023 0.18664 -0.03 -0.04 0.01
Br 4.92946 4.94636 0.77997 0.02 0.02 0.00
C 3.25050 2.62819 1.11762 -0.01 -0.05 0.01
C 3.49478 2.64654 2.50506 0.01 0.04 0.00
C 2.91371 1.71268 3.31780 -0.02 -0.02 -0.06
C 2.03947 0.77735 2.75337 -0.11 0.00 -0.07
N 1.76995 0.73799 1.46452 -0.01 0.03 -0.07
C 2.39490 1.61798 0.62598 0.14 0.03 0.12
C 2.16059 1.43196 -0.78030 0.06 0.03 -0.11
O 1.42164 0.43744 -1.19682 -0.16 0.01 0.17
H 4.00786 4.08300 -1.85615 0.00 0.01 0.01
H 4.15612 3.39953 2.91221 0.00 -0.01 0.00
H 3.10257 1.69298 4.38079 0.01 0.01 0.02
H 1.53371 0.04992 3.38088 0.01 0.05 -0.04
C 4.25602 -0.99542 -4.26343 0.02 -0.04 -0.05
N 4.67098 -0.79157 -2.89501 0.02 0.08 0.10
C 4.04142 -1.29478 -1.82230 -0.06 -0.02 -0.01
N 2.97911 -2.10091 -2.06430 0.04 0.01 0.21
S 4.56702 -0.98583 -0.25925 0.02 -0.01 0.05
H 4.94544 -0.46919 -4.91810 -0.01 0.01 0.00
H 3.25441 -0.59592 -4.44076 -0.01 0.01 -0.02
H 4.27835 -2.05553 -4.52651 -0.01 0.00 0.00
H 5.43416 -0.16944 -2.68611 -0.05 -0.06 -0.02
H 2.48648 -2.04768 -2.94048 -0.01 0.06 -0.02
H 2.41563 -2.26642 -1.24414 0.00 -0.17 -0.13